Record 1
Computed, not measured: a cluster of 2 separate species, C2H6N4O in total in a non-equilibrium geometry, with the ωB97M-V functional and the def2-TZVPD basis.

Summary:
relative energy (zero: lowest compared OMol25 entry of this formula, charge and spin): 151.7 kcal/mol
highest occupied orbital energy: -10.016 eV
total charge: 0
energy: -10173.4841 eV

The geometry in XYZ format:
```
13
Properties=species:S:1:pos:R:3:forces:R:3
C -2.144 0.887 0.440 0.382 2.174 1.122
C 0.490 -1.468 -0.665 1.040 0.490 -0.428
N 3.389 1.027 0.724 -0.902 -1.005 -0.243
N 2.350 0.587 0.582 4.068 1.696 0.753
N -1.530 0.764 -0.632 0.790 -0.437 -1.064
N 1.161 0.473 0.459 -2.982 -0.485 -0.675
O 0.744 -0.866 0.580 1.727 -0.084 1.589
H -1.812 1.612 1.203 0.100 -0.578 0.214
H -3.100 0.501 0.584 -1.650 -1.025 0.158
H -0.124 -2.230 -0.313 -0.982 -1.942 -0.208
H 1.313 -1.789 -1.362 -0.283 0.314 1.208
H -0.105 -0.732 -1.087 -1.266 0.681 -1.983
H -0.633 1.236 -0.513 -0.043 0.201 -0.444
```
Positions in Å, forces in eV/Å.

Record 2
Computed, not measured: a cluster of 3 separate species, C38H84BIN10O5P3S in total in a non-equilibrium geometry, with the ωB97M-V functional and the def2-TZVPD basis.

Summary:
highest occupied orbital energy: -8.830 eV
total charge: +1
energy: -113369.3279 eV

The geometry in XYZ format:
```
143
Properties=species:S:1:pos:R:3:forces:R:3
C -0.436 4.301 -0.104 -0.960 -0.387 -0.253
C -1.660 3.929 -0.652 0.465 0.123 0.139
C -2.379 4.851 -1.589 1.101 -1.548 -1.936
C -3.597 4.346 -2.456 1.411 1.781 0.318
C -3.621 5.459 -3.512 -0.553 -0.667 -0.218
C -4.379 6.543 -3.557 -0.032 0.088 -0.047
C -4.835 4.408 -1.568 -1.247 0.406 1.684
P -4.639 3.889 0.287 1.308 -1.649 0.331
C -6.332 3.595 0.981 -0.189 1.208 -0.604
C -4.025 5.303 1.297 -0.685 0.068 0.298
C -3.949 4.789 2.749 -0.005 0.069 -0.093
N -5.912 3.495 -1.972 2.375 -0.471 -0.565
I -7.248 4.168 -3.354 -0.578 0.099 0.088
C -5.422 2.243 -2.131 -0.837 -0.458 -0.455
N -6.354 1.249 -2.293 -0.327 0.276 0.518
N -4.092 1.998 -2.174 -0.757 -0.479 -0.792
C -3.794 0.592 -2.043 0.333 -1.967 1.434
S -4.221 0.161 -0.280 -0.223 0.421 0.306
C -4.054 -1.648 -0.204 1.017 0.373 -0.331
C -2.565 -2.049 -0.108 -0.510 -0.122 -0.160
C -3.407 2.946 -3.138 -1.186 1.178 -0.323
C -1.962 2.762 -3.650 0.992 -0.155 0.259
C -0.903 1.930 -2.905 0.060 -0.795 -0.215
C 0.502 2.544 -3.021 -0.547 -0.102 -0.309
C 1.627 1.730 -2.361 0.427 -0.441 0.107
C 1.165 0.717 -1.304 0.122 0.865 -0.064
C 2.263 0.266 -0.346 -1.078 0.064 -0.684
O 1.610 -0.489 0.689 0.384 -0.272 0.649
C 1.713 0.139 1.911 0.448 0.141 -0.110
O 2.583 -0.105 2.710 -0.903 0.277 -0.997
C 0.639 1.128 2.242 -0.241 0.437 -0.423
C -0.662 0.808 2.223 0.659 -0.215 -0.328
B -4.208 2.728 -4.543 -0.142 -0.499 -0.853
O -4.335 3.676 -5.553 0.608 0.228 0.890
N -4.718 1.377 -4.884 -0.146 0.682 0.042
C -3.670 0.522 -5.444 0.553 -0.032 0.757
C -5.885 1.435 -5.776 0.100 -0.777 -0.193
H 0.462 4.280 -0.714 -0.091 2.118 -0.253
H -0.415 4.540 0.956 0.837 -1.862 0.411
H -2.075 2.948 -0.423 -1.117 0.858 1.530
H -2.726 5.749 -1.079 0.060 -0.112 0.270
H -1.610 5.238 -2.283 -0.059 0.224 0.100
H -2.937 5.285 -4.333 -0.256 -0.123 -0.202
H -4.503 7.058 -4.501 0.545 0.470 0.163
H -4.923 6.954 -2.716 -0.416 -0.345 -0.084
H -5.251 5.407 -1.466 0.066 0.092 -0.628
H -6.279 2.934 1.841 0.247 0.088 0.099
H -6.762 4.564 1.252 -0.257 -0.183 0.269
H -7.012 3.137 0.265 0.138 -0.056 -0.098
H -4.717 6.150 1.234 0.153 0.144 0.044
H -3.024 5.635 1.036 -0.048 -0.103 -0.442
H -4.937 4.715 3.200 0.013 -0.009 0.068
H -3.337 5.459 3.349 -0.117 0.091 0.054
H -3.476 3.806 2.793 -0.029 -0.041 -0.057
H -6.538 0.841 -3.192 0.482 -0.331 0.012
H -6.768 0.879 -1.455 -0.315 -0.030 -0.128
H -4.375 -0.095 -2.653 -0.189 0.467 -0.365
H -2.760 0.279 -2.147 0.228 0.856 -0.339
H -4.555 -1.950 0.711 -0.342 0.090 -0.112
H -4.531 -2.112 -1.066 -0.178 0.030 0.054
H -2.306 -2.226 0.934 0.152 -0.121 -0.031
H -1.915 -1.253 -0.470 0.063 -0.068 -0.133
H -2.404 -2.948 -0.703 0.301 -0.074 0.171
H -1.920 2.402 -4.685 -0.395 -0.103 0.007
H -1.542 3.765 -3.757 -0.242 0.111 0.149
H -0.836 0.951 -3.397 -0.152 -0.052 0.083
H -1.195 1.688 -1.886 0.084 0.378 0.122
H 0.446 3.583 -2.691 0.216 -0.041 0.181
H 0.704 2.580 -4.096 0.085 0.241 0.004
H 2.163 1.167 -3.130 -0.010 0.089 -0.097
H 2.389 2.380 -1.923 -0.155 0.216 -0.012
H 0.417 1.215 -0.682 -0.162 -0.277 0.034
H 0.736 -0.138 -1.828 -0.203 -0.143 0.344
H 2.958 -0.388 -0.870 0.337 0.076 0.310
H 2.740 1.147 0.086 0.348 -0.125 -0.103
H 0.935 2.146 2.474 0.389 -0.432 1.349
H -1.324 1.210 2.978 -0.429 0.720 -0.741
H -1.010 0.116 1.462 -0.119 -0.837 0.836
H -3.687 3.478 -6.238 -0.340 0.066 -0.448
H -4.047 -0.440 -5.788 -0.222 0.094 -0.078
H -2.939 0.307 -4.659 0.040 -0.099 -0.085
H -3.112 1.014 -6.255 -0.192 -0.159 -0.195
H -6.647 2.091 -5.369 0.024 0.167 -0.138
H -5.645 1.710 -6.807 0.001 0.254 0.049
H -6.317 0.431 -5.832 -0.013 0.010 0.053
O -0.550 -5.086 -2.195 -1.911 -2.769 -0.012
P 0.597 -6.069 -2.199 4.855 3.911 0.383
N 1.338 -5.623 -0.713 0.884 -0.371 0.233
C 2.141 -4.433 -0.536 -0.122 0.462 -0.158
C 0.555 -5.946 0.474 -0.390 -0.457 -0.263
N 1.332 -5.509 -3.685 -0.407 -0.067 -0.877
C 2.483 -4.634 -3.742 0.344 -0.171 0.246
C 0.371 -5.103 -4.709 -0.165 0.176 0.225
N 1.512 -7.511 -2.269 -2.876 -1.299 -0.230
C 2.807 -7.772 -1.675 0.094 0.124 0.831
C 1.129 -8.457 -3.314 0.068 0.113 -0.187
H 2.695 -4.487 0.403 -0.217 -0.088 0.121
H 1.517 -3.527 -0.517 0.201 0.158 0.003
H 2.914 -4.326 -1.292 -0.192 -0.041 -0.150
H 0.556 -7.029 0.645 -0.082 0.019 0.003
H -0.487 -5.619 0.382 0.010 0.052 0.059
H 0.971 -5.480 1.366 0.176 0.063 -0.116
H 2.286 -3.655 -3.280 0.084 0.033 -0.059
H 2.766 -4.457 -4.782 -0.152 -0.070 -0.053
H 3.364 -5.081 -3.279 -0.060 0.034 0.189
H 0.013 -4.075 -4.557 -0.085 -0.024 -0.049
H -0.496 -5.762 -4.714 -0.028 0.060 0.035
H 0.832 -5.168 -5.697 0.149 -0.014 0.068
H 3.574 -7.072 -2.017 -0.061 0.062 -0.008
H 3.141 -8.777 -1.939 -0.221 0.003 -0.213
H 2.771 -7.746 -0.587 0.030 0.147 -0.009
H 1.724 -8.311 -4.222 0.000 -0.012 0.012
H 0.076 -8.335 -3.576 0.010 0.053 -0.045
H 1.247 -9.488 -2.976 0.009 0.034 0.056
O 4.813 -2.023 7.670 1.906 -2.706 -0.291
P 6.057 -1.442 7.045 -1.360 5.901 -0.129
N 6.579 -0.380 8.295 0.449 0.560 0.001
C 6.025 0.932 8.559 -0.284 0.073 -0.167
C 6.991 -1.073 9.512 0.070 -0.577 -0.204
N 5.295 -0.739 5.640 -0.377 -0.459 -0.608
C 4.989 0.669 5.502 0.366 0.278 0.061
C 4.179 -1.525 5.108 -0.128 -0.134 0.275
N 7.592 -1.344 6.287 -0.065 -3.182 0.305
C 8.551 -0.264 6.360 0.209 0.243 0.725
C 7.814 -2.270 5.181 -0.139 0.105 -0.143
H 6.692 1.479 9.230 -0.007 -0.164 0.136
H 5.025 0.898 9.013 -0.009 0.087 -0.008
H 5.983 1.544 7.661 -0.118 -0.142 -0.051
H 7.943 -1.591 9.347 -0.045 -0.053 0.026
H 6.252 -1.815 9.833 -0.005 0.045 0.060
H 7.142 -0.377 10.335 -0.023 0.170 -0.136
H 4.278 1.018 6.264 -0.009 0.088 -0.060
H 4.543 0.857 4.523 -0.051 -0.193 -0.013
H 5.887 1.290 5.533 0.024 -0.022 0.196
H 3.245 -1.333 5.653 -0.033 -0.106 -0.034
H 4.392 -2.592 5.170 -0.033 0.016 0.114
H 4.019 -1.290 4.056 0.151 0.152 0.102
H 8.136 0.689 6.020 -0.067 -0.011 0.025
H 9.413 -0.488 5.730 -0.171 -0.211 -0.126
H 8.943 -0.133 7.368 -0.114 0.099 0.027
H 7.568 -1.808 4.218 0.006 -0.012 0.001
H 7.195 -3.161 5.296 -0.062 0.033 -0.030
H 8.851 -2.613 5.155 -0.001 0.033 0.052
```
Positions in Å, forces in eV/Å.

Record 3
Computed, not measured: a structure of composition C4H6AlO3 in a non-equilibrium geometry, with the ωB97M-V functional and the def2-TZVPD basis.

Summary:
relative energy (zero: lowest compared OMol25 entry of this formula, charge and spin): 10.4 kcal/mol
highest occupied orbital energy: -1.875 eV
total charge: -1
energy: -16978.5036 eV

The geometry in XYZ format:
```
14
Properties=species:S:1:pos:R:3:forces:R:3
H -1.613 1.589 -1.962 0.134 -0.278 -0.289
C -1.380 0.542 -2.187 1.107 1.487 1.721
C -0.881 -0.256 -1.222 -3.386 -2.170 -1.656
H -1.163 -0.058 -0.188 0.774 0.253 -0.465
H -1.149 -1.293 -1.599 1.336 0.365 0.719
O -1.331 0.416 -3.533 -0.417 0.585 -0.386
O -1.251 -0.941 -3.959 -0.200 -1.147 -0.247
Al 0.448 -0.938 -4.428 0.198 0.161 0.153
C 1.179 2.710 0.445 -0.903 -1.199 -0.770
C 0.517 2.070 -0.534 0.628 0.722 1.310
O 1.859 3.930 0.395 0.531 1.950 -0.080
H 1.316 2.303 1.459 -0.029 0.134 -0.263
H 0.578 2.665 -1.473 -0.013 0.189 -0.178
H 1.447 4.539 -0.256 0.241 -1.054 0.431
```
Positions in Å, forces in eV/Å.

Record 4
Computed, not measured: a structure of composition C20H43CoN2OP2 in a non-equilibrium geometry, with the ωB97M-V functional and the def2-TZVPD basis.

Summary:
multiplicity: 4
highest occupied orbital energy (spin up / spin down): -8.835 / -12.109 eV
total charge: +1
energy: -82662.2872 eV
<S²>: 3.782

The geometry in XYZ format:
```
69
Properties=species:S:1:pos:R:3:forces:R:3
Co 0.078 0.292 -0.240 -2.091 0.196 0.383
P 0.551 1.768 1.319 0.500 1.443 2.818
P -0.991 -0.545 -1.995 -1.632 -1.407 -1.848
N -2.024 1.080 0.185 1.624 1.406 -1.664
C -1.039 2.493 1.919 -0.355 0.253 -0.224
H -1.076 2.526 3.006 0.271 0.314 0.011
H -1.136 3.505 1.523 0.153 0.047 0.131
C -2.253 1.718 1.464 -1.024 -0.698 -0.564
H -2.565 0.931 2.145 0.388 -0.345 0.443
H -3.170 2.320 1.415 0.223 0.514 0.010
C -3.134 0.396 -0.443 -0.120 0.555 1.175
H -4.022 1.037 -0.424 -0.068 0.172 -0.550
H -3.435 -0.385 0.248 0.167 -0.685 0.034
C -2.773 -0.106 -1.822 -0.311 0.381 -0.018
H -3.015 0.692 -2.527 0.051 -0.160 -0.140
H -3.410 -0.965 -2.022 0.038 0.038 -0.396
C -1.114 -2.402 -1.882 0.097 0.087 0.076
C 0.274 -3.033 -1.770 0.039 -0.411 0.144
H 0.160 -4.119 -1.674 0.060 0.072 -0.034
H 0.822 -2.693 -0.886 0.006 0.067 -0.184
H 0.889 -2.850 -2.655 -0.106 -0.039 0.233
C -0.557 -0.087 -3.740 -0.097 0.045 0.186
C 0.744 -0.781 -4.175 0.182 0.381 -0.167
H 1.125 -0.265 -5.063 -0.023 -0.094 0.077
H 0.587 -1.827 -4.461 -0.045 0.230 0.152
H 1.532 -0.720 -3.412 -0.194 -0.098 -0.183
C 1.649 3.226 1.009 -0.150 -0.090 -0.024
C 3.122 2.791 0.942 0.078 0.241 -0.372
H 3.695 3.594 0.465 -0.033 -0.104 0.074
H 3.273 1.890 0.332 -0.022 0.180 0.216
H 3.560 2.641 1.936 -0.201 -0.019 -0.190
C 1.108 0.926 2.900 -0.006 0.054 -0.211
C 2.321 0.033 2.637 0.109 -0.314 0.252
H 2.590 -0.483 3.567 0.037 0.053 -0.083
H 3.197 0.604 2.318 -0.188 -0.162 0.063
H 2.119 -0.743 1.893 0.085 0.195 0.002
C 1.661 -0.074 -0.748 6.251 -1.724 -1.620
C -1.658 -0.284 -4.795 0.193 0.060 -0.089
H -1.862 -1.343 -4.997 0.029 0.328 0.115
H -2.590 0.220 -4.534 0.073 -0.127 -0.028
H -1.308 0.163 -5.732 -0.064 -0.076 0.096
C 1.482 4.427 1.953 0.186 -0.008 -0.170
H 2.087 5.250 1.558 -0.065 -0.064 0.078
H 0.453 4.786 2.003 0.089 -0.040 0.074
H 1.844 4.215 2.965 -0.159 0.041 -0.262
C 1.373 1.835 4.099 0.101 -0.295 0.356
H 1.502 1.204 4.988 -0.027 0.114 -0.105
H 2.300 2.404 3.996 -0.100 -0.036 -0.109
H 0.558 2.523 4.319 0.019 0.068 -0.068
C -1.923 -3.100 -2.976 -0.003 -0.421 0.167
H -1.396 -3.130 -3.932 0.017 0.113 0.103
H -2.071 -4.145 -2.677 -0.006 0.131 -0.058
H -2.913 -2.676 -3.133 0.015 0.089 -0.046
H -1.634 -2.552 -0.912 0.126 0.104 -0.391
H 0.249 0.269 3.146 0.262 0.313 -0.118
H -0.363 0.999 -3.631 0.003 -0.394 -0.117
H 1.318 3.522 -0.006 0.222 -0.052 0.343
O 2.745 -0.333 -1.082 -2.336 0.733 0.573
H -1.444 1.703 -0.495 -1.970 -0.708 1.246
H 0.202 1.582 -1.027 0.211 1.602 -1.227
C 1.209 -3.976 2.419 0.175 -0.039 -0.081
C -0.184 -3.316 2.281 0.282 -1.018 0.411
C -0.141 -2.118 1.483 -1.160 1.092 0.205
N -0.356 -1.080 1.027 0.239 -2.377 1.229
H 1.601 -4.244 1.429 -0.086 0.163 0.217
H 1.196 -4.902 3.004 -0.319 0.268 -0.045
H 1.922 -3.295 2.905 -0.257 -0.142 -0.200
H -0.930 -3.992 1.823 0.377 0.192 0.133
H -0.608 -2.998 3.249 0.241 -0.191 -0.238
```
Positions in Å, forces in eV/Å.

Record 5
Computed, not measured: the molecule C4H8O in a non-equilibrium geometry, with the ωB97M-V functional and the def2-TZVPD basis.

Summary:
relative energy (zero: lowest compared OMol25 entry of this formula, charge and spin): 79.9 kcal/mol
highest occupied orbital energy: -8.448 eV
total charge: 0
energy: -6321.7025 eV
SMILES: C[C@H]1CCO1

The geometry in XYZ format:
```
13
Properties=species:S:1:pos:R:3:forces:R:3
C -1.444 0.581 0.532 1.403 2.923 1.536
C -0.005 0.788 -0.299 -3.420 -2.724 -0.702
C 1.290 0.056 0.112 0.023 0.112 0.496
C 0.605 -1.170 -0.437 0.152 -1.040 -0.519
O -0.500 -0.458 -0.982 2.171 -0.706 -2.508
H -2.194 1.221 0.076 0.127 0.237 -0.057
H -1.979 -0.390 0.731 1.615 0.451 -0.803
H -1.163 0.982 1.478 -0.748 0.655 1.344
H 0.193 1.573 -1.069 -0.879 -0.061 1.073
H 2.190 0.326 -0.455 -0.431 0.292 0.068
H 1.561 -0.002 1.164 -0.133 0.203 0.067
H 0.336 -1.897 0.336 -0.286 -0.025 -0.062
H 1.107 -1.685 -1.249 0.406 -0.315 0.068
```
Positions in Å, forces in eV/Å.